7
Properties=species:S:1:pos:R:3 method="wB97M-V/def2-TZVPD" de_lowest_kj_mol=578.1 total_charge=+1 orbital_gap_ev=9.750 e_tot_ev=-6314.4337
C -1.601 -0.042 -0.069
C -2.771 -0.104 -0.087
N -0.227 0.042 0.050
F -4.682 0.049 0.047
H -0.137 0.989 -0.492
H 0.374 -0.807 -0.306
H 0.081 -0.053 1.089

57
Properties=species:S:1:pos:R:3 method="wB97M-V/def2-TZVPD" de_lowest_kj_mol=51.1 total_charge=-1 orbital_gap_ev=3.260 e_tot_ev=-30643.3719
Sr -0.169 -0.790 -0.938
C -3.339 -3.070 -0.541
C -4.045 -2.451 0.660
C -5.352 -1.776 0.234
C -3.173 -1.470 1.393
C -3.358 -0.923 2.675
C -2.300 -0.060 2.832
N -1.538 -0.092 1.720
N -2.086 -0.967 0.833
B -0.222 0.755 1.626
N 1.097 -0.060 1.780
C 1.914 0.111 2.842
C 2.994 -0.729 2.708
C 2.767 -1.408 1.495
N 1.632 -0.998 0.955
C 3.615 -2.426 0.786
C 4.717 -2.957 1.697
C 4.182 -1.842 -0.509
N -0.200 1.861 0.518
C 0.139 3.123 0.863
C 0.133 3.910 -0.264
C -0.246 3.036 -1.298
N -0.450 1.819 -0.824
C -0.392 3.290 -2.772
C 0.884 2.871 -3.506
C -0.752 4.744 -3.058
H -3.975 -3.825 -1.005
H -2.399 -3.545 -0.256
H -3.117 -2.316 -1.299
H -4.294 -3.250 1.368
H -5.141 -0.951 -0.449
H -5.891 -1.374 1.093
H -6.004 -2.486 -0.281
H -4.147 -1.133 3.378
H -2.032 0.578 3.657
H -0.243 1.393 2.644
H 1.669 0.818 3.616
H 3.826 -0.836 3.383
H 2.956 -3.253 0.507
H 5.433 -2.168 1.939
H 5.266 -3.757 1.197
H 4.316 -3.351 2.634
H 4.782 -0.952 -0.293
H 3.375 -1.579 -1.200
H 4.820 -2.576 -1.007
H 0.363 3.371 1.886
H 0.353 4.962 -0.331
H -1.199 2.642 -3.124
H 1.742 3.440 -3.137
H 0.785 3.055 -4.578
H 1.073 1.805 -3.363
H 0.067 5.411 -2.774
H -1.644 5.054 -2.511
H -0.936 4.886 -4.124
C 0.956 -1.421 -2.890
H 1.494 -0.439 -2.686
H 1.295 -1.705 -3.898